Here is the ion C6H8N3OS with charge +1 from OMol25. Energies are from ωB97M-V/def2-TZVPD.

Geometry as XYZ:
```
19
Properties=species:S:1:pos:R:3:forces:R:3:mulliken_charge:R:1
N -0.796248 0.116656 -0.549728 -3.49 0.33 0.49 -0.14
C 2.845325 1.308119 0.499799 2.16 2.40 0.21 -0.34
N -2.797302 1.291044 -0.299906 5.53 1.38 -1.98 -0.36
H 0.171661 -1.787663 -0.890675 -0.35 0.15 -0.23 0.34
H -2.223513 2.177031 -0.512662 -1.62 -1.91 0.38 0.26
O -2.718026 -0.844550 0.394483 0.51 1.26 -0.57 -0.29
H 4.868887 0.574765 0.382750 -1.32 -0.98 -0.30 0.37
H -3.632768 1.392659 0.118053 -3.49 0.37 1.77 0.25
S 3.016176 -1.051753 -0.350133 -0.45 0.10 0.19 -0.10
C -2.042990 -2.031654 0.489642 -0.70 -1.58 -0.12 -0.49
H -0.413197 1.004640 -0.459277 1.03 2.43 -0.16 0.28
N 1.619578 0.970899 0.315631 -3.95 0.48 -0.79 -0.49
C 0.221230 -0.766244 -0.559985 0.72 -2.06 0.51 -0.31
H -2.577051 -2.525486 1.316486 0.95 -0.56 -0.65 0.30
C -2.086139 0.174161 -0.116196 0.50 -0.41 -0.89 0.71
C 1.434456 -0.226424 -0.193935 2.72 -0.82 0.49 0.44
H -1.754650 -2.506860 -0.490377 -0.48 0.41 1.38 0.34
H 3.090678 2.393124 0.632827 -0.13 -1.29 0.49 0.35
C 3.773897 0.337534 0.273198 1.86 0.29 -0.20 -0.12
```
Positions in Å, forces in eV/Å.

Net charge: +1
Relative energy (zero: lowest compared OMol25 entry of this formula, charge and spin) (kJ/mol): 255.0
Calculated total energy (Eh): -870.75446
HOMO energy (spin up / spin down) (Eh): -0.4724 / -0.4116